34
Properties=species:S:1:pos:R:3:nbo_charge:R:1 method="wB97M-V/def2-TZVPD" homo_lumo_gap_ev=8.49 charge=+1 fmax_ev_per_a=1.68 e_homo_ha=-0.426
Rb -10.538 16.148 7.045 0.97
O -10.366 16.613 4.280 -0.98
O -13.370 15.505 7.007 -0.97
O -10.829 14.456 12.130 -0.56
O -11.953 18.434 8.040 -0.98
O -9.075 13.732 7.302 -0.59
N -10.628 12.959 9.685 -0.61
C -7.980 13.662 6.400 -0.26
C -11.590 13.300 11.933 -0.07
C -9.920 14.371 13.204 -0.25
C -9.668 12.464 7.487 -0.07
C -10.936 12.544 8.301 -0.25
C -11.889 13.241 10.442 -0.24
H -9.950 12.065 6.492 0.17
H -9.064 13.749 12.935 0.18
H -7.514 14.622 6.180 0.19
H -9.640 15.369 13.525 0.20
H -12.571 13.297 12.440 0.17
H -12.647 18.638 8.679 0.49
H -10.386 13.900 14.078 0.17
H -12.285 14.225 10.174 0.17
H -9.662 16.586 3.619 0.50
H -7.229 12.966 6.771 0.20
H -11.364 11.542 8.374 0.21
H -11.112 12.404 12.338 0.18
H -12.566 12.422 10.200 0.20
H -8.389 13.335 5.436 0.17
H -11.699 13.180 7.827 0.16
H -13.787 15.147 6.214 0.49
H -8.957 11.721 7.865 0.19
H -13.948 16.227 7.285 0.49
H -11.097 16.126 3.877 0.48
H -10.176 13.870 9.618 0.34
H -11.879 19.231 7.498 0.49